Entry 1:
Density functional theory data (wB97M-V/def2-TZVPD) for 2 unconnected molecules or ions with the total composition CH5NO2Si in a non-equilibrium geometry.

- spin multiplicity = 1
- E_HOMO (eV) = -11.138
- energy above the lowest of the compared OMol25 structures with the same formula, charge and spin (eV) = 2.635
- E (a.u.) = -535.66961

Bonds (Å) are listed after each position.
Cartesian coordinates (Å):
1 C -1.415 0.590 0.177  Si5 1.934, H6 1.179, H7 1.034, H8 1.120
2 N 1.615 -0.022 -0.059  O3 1.254, O4 1.219, Si5 1.746
3 O 1.708 0.948 -0.848  N2 1.254
4 O 2.607 -0.587 0.369  N2 1.219
5 Si 0.014 -0.709 0.062  C1 1.934, N2 1.746, H10 1.518
6 H -1.080 1.339 -0.669  C1 1.179
7 H -2.423 0.363 0.146  C1 1.034
8 H -1.310 1.305 1.032  C1 1.120
9 H 0.101 -1.772 -1.584  no bonds
10 H 0.183 -1.454 1.373  Si5 1.518

The computed Mulliken charges, all in e, follow: number 1, C, carries -0.971; number 2, N, carries 0.831; number 3, O, carries -0.524; number 4, O, carries -0.532; number 5, Si, carries 0.281; number 6, H, carries 0.270; number 7, H, carries 0.392; number 8, H, carries 0.317; number 9, H, carries -0.016; number 10, H, carries -0.047

Entry 2:
Density functional theory data (wB97M-V/def2-TZVPD) for 12 unconnected molecules or ions with the total composition C4H31NO12S in a non-equilibrium geometry.

- spin multiplicity = 1
- E_HOMO (eV) = -1.325
- energy above the lowest of the compared OMol25 structures with the same formula, charge and spin (eV) = 0.000
- net charge = -2
- E (a.u.) = -1526.84480

Bonds (Å) are listed after each position.
Cartesian coordinates (Å):
1 C -0.889 -1.369 0.349  N2 1.529, C5 1.550, H8 1.100, H9 1.056
2 N -1.499 -0.993 -1.002  C1 1.529, C3 1.476, H10 0.998
3 C -1.771 0.449 -1.161  N2 1.476, O4 1.354, H11 1.072, H12 1.148
4 O -0.666 1.197 -0.926  C3 1.354
5 C -0.686 -2.905 0.391  C1 1.550, C6 1.605, H13 1.099, H14 1.075
6 C 0.586 -3.341 -0.487  C5 1.605, S7 1.819, H15 1.113, H16 1.094
7 S 2.131 -2.990 0.406  C6 1.819
8 H -1.552 -1.092 1.182  C1 1.100
9 H 0.030 -0.880 0.521  C1 1.056
10 H -0.823 -1.305 -1.668  N2 0.998
11 H -2.624 0.763 -0.592  C3 1.072
12 H -2.106 0.497 -2.258  C3 1.148
13 H -1.535 -3.428 -0.071  C5 1.099
14 H -0.560 -3.202 1.416  C5 1.075
15 H 0.636 -2.876 -1.497  C6 1.113
16 H 0.507 -4.419 -0.659  C6 1.094
17 H 0.504 2.295 -0.597  O19 1.016
18 H 1.992 2.112 -0.702  O19 0.954
19 O 1.378 2.740 -0.331  H17 1.016, H18 0.954
20 H 0.844 2.082 1.320  O22 0.947
21 H -0.202 1.191 0.561  O22 1.061
22 O 0.316 1.311 1.479  H20 0.947, H21 1.061
23 H 0.999 -0.476 -3.608  O25 0.934
24 H -0.485 -0.640 -3.829  O25 0.954
25 O 0.295 -1.079 -3.496  H23 0.934, H24 0.954
26 H -0.114 -0.386 3.884  O28 0.909
27 H -0.647 0.676 2.861  O28 0.964
28 O -0.828 0.112 3.621  H26 0.909, H27 0.964
29 H 2.466 -0.106 3.562  O31 0.975
30 H 1.704 -1.029 2.460  O31 1.004
31 O 1.652 -0.609 3.369  H29 0.975, H30 1.004
32 H -0.808 2.806 -1.529  O34 1.057
33 H 0.144 3.969 -1.805  O34 1.015
34 O -0.685 3.578 -2.241  H32 1.057, H33 1.015
35 H -2.862 -0.732 1.857  O37 0.935
36 H -2.446 -0.068 3.264  O37 1.073
37 O -3.253 -0.385 2.633  H35 0.935, H36 1.073
38 H -3.791 2.231 1.708  O40 0.898
39 H -3.771 1.079 2.618  O40 1.028
40 O -4.266 1.958 2.420  H38 0.898, H39 1.028
41 H 1.260 1.865 -3.649  O43 0.948
42 H -0.076 2.596 -3.444  O43 0.968
43 O 0.483 2.162 -4.105  H41 0.948, H42 0.968
44 H 3.324 -1.080 0.518  O46 1.076
45 H 2.131 -0.118 0.596  O46 0.983
46 O 3.096 -0.032 0.430  H44 1.076, H45 0.983
47 H 2.599 0.262 -1.416  O49 0.983
48 H 1.240 0.444 -1.973  O49 0.970
49 O 2.101 0.892 -1.984  H47 0.983, H48 0.970

The computed Mulliken charges, all in e, follow: number 1, C, carries 2.233; number 2, N, carries -0.353; number 3, C, carries -0.757; number 4, O, carries -0.847; number 5, C, carries -0.999; number 6, C, carries -0.575; number 7, S, carries -0.623; number 8, H, carries -1.124; number 9, H, carries -0.981; number 10, H, carries 0.339; number 11, H, carries 0.246; number 12, H, carries 0.247; number 13, H, carries 0.437; number 14, H, carries 0.377; number 15, H, carries 0.174; number 16, H, carries 0.335; number 17, H, carries 0.897; number 18, H, carries 0.431; number 19, O, carries -0.912; number 20, H, carries 0.375; number 21, H, carries 0.359; number 22, O, carries -0.702; number 23, H, carries 0.262; number 24, H, carries 0.333; number 25, O, carries -0.639; number 26, H, carries 0.295; number 27, H, carries 0.360; number 28, O, carries -0.687; number 29, H, carries 0.267; number 30, H, carries 0.271; number 31, O, carries -0.662; number 32, H, carries 0.246; number 33, H, carries 0.416; number 34, O, carries -0.816; number 35, H, carries 0.393; number 36, H, carries 0.518; number 37, O, carries -0.824; number 38, H, carries 0.269; number 39, H, carries 0.446; number 40, O, carries -0.737; number 41, H, carries 0.298; number 42, H, carries 0.512; number 43, O, carries -0.754; number 44, H, carries 0.354; number 45, H, carries 0.154; number 46, O, carries -0.802; number 47, H, carries 0.366; number 48, H, carries 0.371; number 49, O, carries -0.785